(1)
The following is a quantum chemistry calculation of a cluster of 7 separate species, C29H39F6N2O22 in total in a non-equilibrium geometry, from OMol25.

Output
Net charge: -1
F_max: 1.2 eV/Å
Gap between HOMO and LUMO: 4.713 eV
Multiplicity: 1
Highest occupied orbital energy: -2.72 eV

Element x y z (Å)
1 C -2.2348 1.9253 1.4012
2 C -1.2113 0.8617 1.7362
3 O -0.8353 0.7402 2.8858
4 N -0.7002 0.0462 0.7018
5 C -0.0008 0.8114 -0.3129
6 C -1.7316 -0.8961 0.0849
7 C -1.0320 -2.2479 0.1853
8 O -0.0326 -2.5037 -0.8166
9 C -0.5692 -2.6361 -2.0875
10 O 0.0092 -1.6816 -2.9646
11 C -0.9459 -0.8587 -3.6003
12 C -0.2451 0.4073 -4.0642
13 O -1.1902 1.3374 -4.5985
14 N -2.8196 -0.9588 1.0342
15 C -3.9659 -1.4017 0.7125
16 C -4.2817 -2.0892 -0.5949
17 C -5.0887 -1.2305 1.7249
18 H -2.5048 1.9332 0.3479
19 H -3.1099 1.7182 2.0149
20 H -1.8435 2.8966 1.7116
21 H 0.3686 0.1095 -1.0603
22 H -0.6160 1.5511 -0.8563
23 H 0.8790 1.2869 0.1338
24 H -1.7656 -3.0612 0.2438
25 H -0.5033 -2.1923 1.1345
26 H -0.3502 -3.6332 -2.4913
27 H -1.6520 -2.4877 -2.0482
28 H -1.7257 -0.5685 -2.8829
29 H -1.3941 -1.3787 -4.4562
30 H 0.2617 0.8392 -3.1987
31 H 0.4572 0.1812 -4.8647
32 H -1.8647 1.4978 -3.9288
33 H -4.2492 -1.3595 -1.4107
34 H -5.2599 -2.5665 -0.5460
35 H -3.5492 -2.8695 -0.7926
36 H -5.9003 -1.9254 1.5126
37 H -4.6855 -1.3979 2.7217
38 H -5.4870 -0.2131 1.6606
39 C -0.6104 -2.0352 4.5124
40 C -0.6963 -3.2161 5.4502
41 O -1.0420 -4.2712 4.5836
42 C -0.5779 -3.9542 3.3317
43 O -0.5054 -4.7265 2.4400
44 O -0.2087 -2.6525 3.2857
45 F -1.6679 -3.0696 6.3896
46 H -1.5789 -1.5536 4.3705
47 H 0.1177 -1.2902 4.8190
48 H 0.2390 -3.4617 5.9583
49 C -5.8872 -6.1273 3.3681
50 C -5.8403 -4.6159 3.3141
51 O -5.3020 -4.3733 2.0328
52 C -5.6273 -5.4302 1.2342
53 O -5.5553 -5.4468 0.0553
54 O -6.0719 -6.4680 1.9948
55 F -5.0166 -4.1008 4.2569
56 H -4.9368 -6.5287 3.7235
57 H -6.7025 -6.5184 3.9708
58 H -6.8121 -4.1239 3.3922
59 C 2.4838 -1.0464 1.5163
60 C 2.6434 -1.0571 3.0191
61 O 3.7700 -0.2125 3.2210
62 C 3.8238 0.6505 2.1669
63 O 4.5144 1.6205 2.1451
64 O 3.0020 0.2559 1.1860
65 F 2.9266 -2.2877 3.5187
66 H 3.1039 -1.8075 1.0415
67 H 1.4476 -1.1463 1.1893
68 H 1.7859 -0.6458 3.5523
69 C 0.7576 3.7930 -5.6660
70 C 0.4510 5.0856 -6.3869
71 O 1.0759 6.0549 -5.5629
72 C 2.1094 5.4444 -4.9167
73 O 2.9832 6.0151 -4.3540
74 O 2.0113 4.1031 -5.0360
75 F -0.8757 5.3458 -6.4547
76 H 0.0107 3.5641 -4.9063
77 H 0.8631 2.9375 -6.3272
78 H 0.8703 5.1571 -7.3927
79 C 5.7578 2.2939 -5.7931
80 C 5.5195 3.1438 -7.0222
81 O 4.7600 2.2810 -7.8486
82 C 4.0902 1.4115 -7.0325
83 O 3.1814 0.7341 -7.3714
84 O 4.5979 1.4623 -5.7814
85 F 6.6727 3.4699 -7.6578
86 H 6.6494 1.6767 -5.9155
87 H 5.8255 2.8653 -4.8719
88 H 4.9506 4.0564 -6.8365
89 C 4.4376 3.4514 4.5990
90 C 5.2306 3.9241 5.7964
91 O 4.5350 5.0896 6.1920
92 C 3.2355 4.9537 5.7884
93 O 2.3445 5.6362 6.1656
94 O 3.1226 3.9272 4.9191
95 F 6.5085 4.2556 5.4801
96 H 4.7844 3.9233 3.6804
97 H 4.4385 2.3758 4.4689
98 H 5.2523 3.2225 6.6326

---

(2)
The following is a quantum chemistry calculation of a structure of composition C29H40BHgN9O6, from OMol25.

Output
Net charge: -1
F_max: 0.9 eV/Å
Gap between HOMO and LUMO (spin up / spin down): 3.023 / 6.637 eV
Multiplicity: 2
Highest occupied orbital energy (spin up / spin down): -1.28 / -4.89 eV
⟨S²⟩: 0.770
Energy relative to the best compared isomer or geometry (same formula, charge and spin): 88.27 kJ/mol

Element x y z (Å)
1 Hg -0.8235 -0.8238 0.1069
2 C 0.2989 -2.4158 -4.5186
3 O 1.0090 -1.2160 -4.1959
4 C 0.3191 -0.3395 -3.4433
5 O -0.8354 -0.4821 -3.1005
6 N 1.0798 0.7538 -3.1489
7 N 0.5818 1.5912 -2.1116
8 H 0.8212 -2.8506 -5.3666
9 H -0.7336 -2.1947 -4.7788
10 H 0.3120 -3.1068 -3.6736
11 H 2.0608 0.5544 -3.0306
12 H -0.4344 1.5050 -2.1536
13 H 0.8467 1.1095 -1.2520
14 N 0.7753 -0.4296 4.5287
15 C 0.4866 -1.7484 4.7930
16 C -0.0999 -2.2254 3.6587
17 N -0.1656 -1.2325 2.7189
18 C 0.3669 -0.1779 3.2587
19 C 0.4946 1.1006 2.5567
20 N 0.1951 1.2786 1.2971
21 C 0.4668 2.5985 1.0201
22 C 0.9284 3.2187 2.1389
23 N 0.9543 2.2468 3.1118
24 H 1.2982 0.1825 5.1284
25 H 0.7195 -2.2075 5.7376
26 H -0.4826 -3.2131 3.4581
27 H 0.3020 3.0171 0.0390
28 H 1.2304 4.2331 2.3315
29 H 1.1314 2.4103 4.0866
30 C 6.1356 0.7943 0.6796
31 C 4.6962 1.2928 0.7256
32 C 4.5703 2.3535 1.8121
33 O 3.8757 0.1848 1.1103
34 B 2.9749 -0.0959 0.0892
35 O 3.1217 0.7585 -0.9882
36 C 4.1212 1.7433 -0.6865
37 C 3.4279 3.0995 -0.6758
38 C 5.1397 1.7173 -1.8165
39 H 6.4164 0.4551 1.6782
40 H 6.8262 1.5810 0.3698
41 H 6.2316 -0.0542 0.0017
42 H 4.9168 1.9252 2.7550
43 H 3.5321 2.6627 1.9405
44 H 5.1794 3.2309 1.5849
45 H 2.6066 3.1156 0.0387
46 H 3.0022 3.2816 -1.6638
47 H 4.1263 3.9051 -0.4394
48 H 5.5707 0.7246 -1.9422
49 H 5.9417 2.4371 -1.6430
50 H 4.6339 1.9848 -2.7459
51 O 2.0890 -1.0992 0.2161
52 O 1.1414 -1.0747 -0.8984
53 N -4.2394 4.8841 1.8724
54 C -4.1308 3.9511 1.1832
55 C -4.0026 2.8197 0.3548
56 C -5.0697 2.3301 -0.5147
57 C -4.8080 1.2046 -1.2667
58 C -3.5790 0.5555 -1.2028
59 N -2.5607 1.0197 -0.3653
60 C -2.7990 2.0904 0.3538
61 H -6.0215 2.8417 -0.5579
62 H -5.5738 0.8048 -1.9235
63 H -3.3546 -0.3178 -1.7986
64 H -1.9996 2.4262 1.0070
65 C -1.4475 -5.8738 -1.6495
66 N -0.8472 -4.5630 -1.7688
67 C 0.1517 -4.3485 -0.7330
68 C -1.8324 -3.4752 -1.8612
69 C -2.7034 -3.2523 -0.6383
70 C -3.8320 -4.0571 -0.4601
71 C -4.6409 -3.9332 0.6599
72 C -4.3246 -2.9826 1.6211
73 C -3.2193 -2.1620 1.4359
74 C -2.3965 -2.2732 0.3119
75 H -0.6635 -6.6322 -1.7202
76 H -2.1546 -6.0373 -2.4673
77 H -1.9801 -6.0293 -0.6974
78 H 0.9254 -5.1162 -0.8242
79 H -0.2710 -4.4096 0.2841
80 H 0.6159 -3.3686 -0.8539
81 H -2.4700 -3.7027 -2.7214
82 H -1.2914 -2.5565 -2.0841
83 H -4.0882 -4.7840 -1.2259
84 H -5.5151 -4.5639 0.7744
85 H -4.9500 -2.8622 2.4990
86 H -3.0094 -1.4015 2.1808

---

(3)
The following is a quantum chemistry calculation of a structure of composition C29H40BN7NaO2S2, from OMol25.

Output
Net charge: -1
F_max: 0.6 eV/Å
Gap between HOMO and LUMO: 5.657 eV
Multiplicity: 1
Highest occupied orbital energy: -3.51 eV
Energy relative to the best compared isomer or geometry (same formula, charge and spin): 48.92 kJ/mol

Element x y z (Å)
1 Na -1.6288 -0.0590 -0.0546
2 C 1.3978 0.7744 -1.2747
3 N 1.8158 1.3196 -0.0011
4 C 3.1900 1.7304 0.1508
5 C 3.1505 2.4046 1.5074
6 N 1.7880 2.9325 1.5761
7 C 1.3517 3.2145 2.9360
8 C 0.9781 2.1292 0.7410
9 N -0.2836 2.0531 0.6362
10 C -1.2236 2.9727 1.2240
11 C -2.1423 2.2211 2.1802
12 N -3.0680 1.4034 1.4198
13 C -4.0624 0.8249 1.9680
14 N -4.3936 0.6529 3.3192
15 C -3.3470 0.3517 4.2864
16 C -5.5211 -0.2749 3.3830
17 C -6.1903 -0.0835 2.0369
18 N -5.0596 0.2396 1.1994
19 C -5.3199 0.7268 -0.1405
20 H 1.7338 -0.2594 -1.3718
21 H 1.8027 1.3691 -2.1039
22 H 0.3114 0.8185 -1.3407
23 H 3.4863 2.4301 -0.6450
24 H 3.8683 0.8763 0.1269
25 H 3.8868 3.2009 1.6203
26 H 3.3126 1.6597 2.2977
27 H 2.2285 3.4871 3.5229
28 H 0.8841 2.3400 3.4037
29 H 0.6591 4.0505 2.9856
30 H -1.8385 3.3778 0.4124
31 H -0.7714 3.8296 1.7308
32 H -2.6873 2.9226 2.8263
33 H -1.4841 1.6188 2.8182
34 H -2.7651 -0.5301 3.9951
35 H -3.8249 0.1604 5.2472
36 H -2.6723 1.1904 4.4149
37 H -6.1721 -0.0432 4.2262
38 H -5.1594 -1.3059 3.4872
39 H -6.9134 0.7462 2.0636
40 H -6.7069 -0.9782 1.6888
41 H -5.7514 -0.0663 -0.7491
42 H -4.3831 1.0221 -0.6014
43 H -6.0063 1.5846 -0.1146
44 S -3.0791 -0.7738 -2.6196
45 C -2.6623 0.8372 -2.9544
46 N -1.8706 1.5986 -2.2388
47 C -1.7037 2.8467 -2.8027
48 C -0.8901 3.8614 -2.2903
49 C -0.8092 5.0728 -2.9567
50 C -1.5250 5.2959 -4.1336
51 C -2.3300 4.2972 -4.6620
52 C -2.4134 3.0801 -3.9998
53 S -3.3042 1.6405 -4.4015
54 H -0.3349 3.6797 -1.3788
55 H -0.1785 5.8588 -2.5572
56 H -1.4506 6.2506 -4.6408
57 H -2.8822 4.4628 -5.5794
58 C 3.8322 -5.0132 -3.0180
59 C 4.3744 -4.9914 -1.5863
60 C 5.8077 -4.4453 -1.6429
61 C 4.4109 -6.4339 -1.0602
62 C 3.5007 -4.1457 -0.6539
63 C 3.9809 -3.7838 0.6047
64 C 3.2146 -3.0570 1.5179
65 C 1.9403 -2.6929 1.1381
66 O 1.0017 -1.9819 1.8083
67 B -0.1655 -1.8333 0.9616
68 O 0.1850 -2.5663 -0.2490
69 C 1.4440 -3.0486 -0.1099
70 C 2.1988 -3.7725 -1.0128
71 H 4.5320 -5.5448 -3.6674
72 H 3.7005 -4.0036 -3.4123
73 H 2.8716 -5.5281 -3.0790
74 H 6.4050 -5.0302 -2.3479
75 H 6.3033 -4.4940 -0.6727
76 H 5.8118 -3.4034 -1.9707
77 H 5.0220 -7.0685 -1.7106
78 H 3.4025 -6.8506 -1.0184
79 H 4.8292 -6.4693 -0.0523
80 H 4.9811 -4.0791 0.8992
81 H 3.6079 -2.7850 2.4897
82 H 1.7718 -4.0218 -1.9747

---

Q: Number 2 is which compound?
A: C29H40BHgN9O6